{"formula": "C2H3N3S", "method": "wB97M-V/def2-TZVPD", "total_charge": 2, "spin_multiplicity": 1, "homo_energy_ev": [-21.10, -20.93], "homo_lumo_gap_ha": [0.2151, 0.2306], "de_lowest_kcal_mol": 55.2, "e_tot_ev": -17401.65980, "elements": ["S", "N", "N", "N", "C", "C", "H", "H", "H"], "positions_angstrom": [[0.096, -1.307, 2.294], [-0.268, -0.236, -0.632], [0.709, 1.097, 0.764], [0.803, 1.599, -0.372], [0.248, 0.828, -1.293], [0.036, -0.039, 0.687], [0.242, 1.014, -2.361], [-1.086, -1.948, 1.978], [-0.781, -1.009, -1.064]], "forces_ev_per_a": [[-0.666, 2.376, -2.911], [-1.018, -1.261, -0.881], [1.291, 1.420, 2.995], [2.224, 3.866, 0.386], [-1.749, -2.776, -0.664], [-0.386, -3.635, 1.072], [-0.124, -0.085, -0.101], [0.346, 0.007, 0.012], [0.084, 0.089, 0.090]], "lowdin_charge": [1.2954, 0.1858, 0.1217, 0.1754, 0.1139, -0.2927, 0.1967, -0.0065, 0.2103]}